Entry 1:
Molecular formula: C29H26BrF4GaN2O2P
Method: DFT, ωB97M-V/def2-TZVPD

The geometry in XYZ format:
```
66
Properties=species:S:1:pos:R:3:mulliken_charge:R:1
Ga 0.2564 0.6296 0.7450 0.139
C 2.8450 2.4226 3.5809 -1.368
C 2.4174 1.9629 2.2350 0.867
O 1.3038 1.3427 2.1324 -0.295
N 3.1676 2.2167 1.1854 0.116
C 2.8832 1.7807 -0.1831 -1.429
C 1.7435 2.5209 -0.8478 1.298
C 1.9613 3.5388 -1.7496 -0.961
C 0.8725 4.1630 -2.3524 -0.446
C -0.4093 3.7424 -2.0389 -1.087
C -0.5671 2.7152 -1.1315 -0.118
N 0.4854 2.1228 -0.5417 0.639
H 2.5860 1.6656 4.3190 0.316
H 2.2920 3.3326 3.8275 0.317
H 3.9098 2.6382 3.6278 0.484
H 4.0379 2.7051 1.3500 0.327
H 2.7018 0.6986 -0.1736 -0.064
H 3.7945 1.9226 -0.7591 0.716
H 2.9717 3.8411 -1.9903 0.580
H 1.0302 4.9636 -3.0635 0.480
H -1.2792 4.1972 -2.4909 0.528
H -1.5457 2.3389 -0.8633 0.670
F 4.2542 -5.0587 -1.6073 -0.221
C 3.2909 -4.2161 -1.3518 0.509
C 2.1924 -4.1306 -2.1937 0.311
F 2.1056 -4.8957 -3.2548 -0.233
C 1.1763 -3.2348 -1.8932 -0.067
F 0.1136 -3.2186 -2.6925 -0.359
C 1.2309 -2.3926 -0.7842 0.402
P -0.1965 -1.3461 -0.4442 1.512
C -1.4511 -2.2885 0.4014 0.331
C -1.4672 -2.3283 1.7965 -0.174
C -2.3579 -3.1664 2.4461 -0.966
C -3.2239 -3.9605 1.7046 -0.612
C -3.1999 -3.9295 0.3151 -0.861
C -2.3105 -3.0996 -0.3466 -0.431
C -0.7887 -0.5910 -1.9613 0.522
C 0.1258 -0.2192 -2.9494 -0.497
C -0.3204 0.4581 -4.0714 -1.008
C -1.6695 0.7710 -4.2047 -0.617
C -2.5757 0.4123 -3.2159 -0.848
C -2.1400 -0.2661 -2.0857 -0.690
C 2.3336 -2.5233 0.0713 -0.133
Br 2.4715 -1.5931 1.7056 -0.021
C 3.3514 -3.4125 -0.2133 0.318
F 4.3893 -3.5324 0.5910 -0.284
H -0.7658 -1.7344 2.3748 0.358
H -2.3706 -3.2135 3.5266 0.500
H -3.9166 -4.6171 2.2137 0.448
H -3.8704 -4.5598 -0.2528 0.477
H -2.2848 -3.0897 -1.4294 0.481
H 1.1728 -0.4902 -2.8648 0.480
H 0.3761 0.7175 -4.8575 0.533
H -2.0174 1.2800 -5.0939 0.498
H -3.6266 0.6397 -3.3347 0.512
H -2.8519 -0.5603 -1.3238 0.495
C -1.3415 1.1734 3.8418 -1.014
C -1.9943 1.4274 2.5391 1.184
C -3.3062 2.0996 2.5002 -1.419
O -1.4790 1.0487 1.4582 -0.253
H -2.0874 0.8857 4.5842 0.484
H -0.9231 2.1215 4.1986 0.349
H -0.5495 0.4320 3.7745 0.139
H -3.3231 2.9354 3.2025 0.453
H -4.0574 1.3897 2.8667 0.385
H -3.5762 2.4150 1.4968 0.316
```

Properties
- charge = +3
- LUMO (eV) = -8.82
- DFT total energy (eV) = -180124.204
- frontier orbital gap (eV) = 8.43

Entry 2:
Molecular formula: C30H42BF24O9
Method: DFT, ωB97M-V/def2-TZVPD

The geometry in XYZ format:
```
106
Properties=species:S:1:pos:R:3:mulliken_charge:R:1
C -0.6028 -4.4465 -0.3783 -1.205
C -1.3771 -3.3361 -1.1491 1.100
O -1.5521 -2.1389 -0.4322 -0.538
C -0.3240 -1.4106 -0.3029 0.075
C 0.2131 -0.8146 -1.6352 -1.163
C 1.7343 -1.0792 -1.9203 1.366
C 1.8925 -1.6656 -3.3562 -1.478
C 2.2152 -3.1848 -3.3575 0.506
C 2.3458 -3.7824 -4.7836 -1.273
C 1.0240 -3.9016 -5.6009 -0.608
C -0.1658 -4.5555 -4.8554 -0.005
O -1.4112 -4.0344 -5.3307 -0.438
C -1.6230 -2.6936 -4.8991 -0.169
O 2.4345 -1.9157 -1.0426 -0.621
B 3.0532 -1.1761 0.0575 1.312
C 4.3617 -1.8577 0.7628 -0.791
C 4.0894 -3.3933 0.5693 0.879
C 5.3457 -4.3744 1.0502 -1.278
O 4.8309 -4.0280 -0.4168 -0.412
O 3.0945 0.2381 -0.3531 -0.652
C 2.4721 0.3014 -1.6313 -0.336
O 3.5264 0.6661 -2.5254 -0.602
H -1.1785 -5.3821 -0.3099 0.331
H -0.2496 -4.1264 0.6086 0.295
H 0.2988 -4.7158 -0.9586 0.244
H -0.8800 -3.1904 -2.1209 -0.797
H -2.3895 -3.7126 -1.3705 0.510
H -0.5481 -0.5692 0.3713 -0.408
H 0.3933 -2.0433 0.2343 0.037
H -0.4222 -1.1875 -2.4543 0.282
H 0.0072 0.2675 -1.6029 0.285
H 1.0672 -1.4005 -4.0328 0.587
H 2.7946 -1.1847 -3.7800 0.460
H 1.5613 -3.7592 -2.6848 -0.266
H 3.2177 -3.2588 -2.9092 0.299
H 2.9113 -4.7212 -4.7022 0.399
H 2.9894 -3.0773 -5.3421 0.347
H 0.8000 -2.9202 -6.0362 0.357
H 1.2523 -4.5660 -6.4541 0.340
H -0.0881 -4.5225 -3.7589 -0.080
H -0.2061 -5.6229 -5.1268 0.426
H -0.8024 -2.4081 -4.2289 -0.302
H -1.6553 -2.0532 -5.7976 0.319
H -2.5641 -2.5566 -4.3449 0.237
H 2.2009 -1.2022 0.9660 -0.490
H 4.3998 -1.7109 1.8478 0.205
H 5.3144 -1.6718 0.2449 0.271
H 3.0677 -3.7568 0.7738 0.237
H 4.5523 -4.9593 1.6490 0.165
H 5.7284 -5.3072 0.6024 0.401
H 1.8677 1.2229 -1.5258 0.146
H 3.8506 1.5397 -2.3007 0.374
C -0.3181 4.0885 1.4508 -0.759
C -1.3596 3.1743 2.1281 1.045
C -1.4166 3.2008 3.6573 0.077
F -0.2556 2.8355 4.2317 -0.210
F -2.3632 2.3250 4.0985 -0.292
F -1.1983 1.9145 1.6786 -0.214
F -2.5875 3.5829 1.6847 -0.369
O 0.9151 3.5033 1.0593 -0.352
C 1.9244 3.3639 2.0005 0.586
C 2.2056 1.8994 2.3226 1.346
F 1.0880 1.2683 2.7375 -0.076
F 3.1175 1.7994 3.3268 -0.331
F 1.6377 4.0998 3.1004 -0.319
F 3.0314 3.9126 1.4612 -0.303
H -0.7700 4.3948 0.5037 0.285
H -0.1660 5.0172 2.0040 0.377
H -1.6867 4.1974 4.0182 0.299
H 2.5921 1.3718 1.4451 -0.532
C -3.1865 4.2538 -3.1468 -0.678
C -3.9204 4.9519 -4.3055 0.820
C -3.0859 5.8763 -5.1925 0.111
F -2.5299 6.8922 -4.5021 -0.212
F -3.8774 6.4329 -6.1438 -0.277
F -5.0003 5.6017 -3.8159 -0.279
F -4.4039 3.9652 -5.1111 -0.328
O -3.2800 4.8394 -1.8526 -0.356
C -2.4273 5.8728 -1.5183 0.785
C -3.1597 7.2011 -1.3152 0.206
F -3.8759 7.5427 -2.4024 -0.232
F -2.2649 8.1918 -1.0899 -0.264
F -1.4342 5.9589 -2.4192 -0.305
F -1.8449 5.5195 -0.3452 -0.413
H -3.6803 3.2899 -3.0283 0.430
H -2.1550 4.0107 -3.4033 0.347
H -2.2923 5.3182 -5.6973 0.290
H -3.8388 7.1369 -0.4620 0.258
C -0.2581 -0.2296 6.2409 -0.779
C -0.6361 -1.1488 5.0657 0.853
C -2.1240 -1.2612 4.7324 0.363
F -2.8537 -1.7395 5.7673 -0.264
F -2.2974 -2.1198 3.7006 -0.260
F -0.0921 -2.3716 5.2707 -0.308
F -0.0265 -0.6380 3.9719 -0.212
O -0.0355 -0.8313 7.5161 -0.449
C -1.1159 -1.1039 8.3302 0.800
C -1.3356 -2.6061 8.5260 0.190
F -1.4835 -3.2442 7.3520 -0.202
F -2.4637 -2.8186 9.2488 -0.267
F -2.2156 -0.4763 7.8742 -0.283
F -0.8373 -0.5556 9.5352 -0.315
H 0.7143 0.1871 5.9800 0.368
H -0.9222 0.6321 6.3154 0.437
H -2.5291 -0.2893 4.4357 0.057
H -0.4890 -3.0505 9.0541 0.234
```

Properties
- charge = -1
- LUMO (eV) = 1.80
- DFT total energy (eV) = -116110.734
- frontier orbital gap (eV) = 6.21

Entry 3:
Molecular formula: C3H4FNO2S
Method: DFT, ωB97M-V/def2-TZVPD

The geometry in XYZ format:
```
12
Properties=species:S:1:pos:R:3:mulliken_charge:R:1
O 1.0238 0.9277 0.9119 -0.419
N -0.3266 1.1670 1.0948 -0.440
C -1.1362 0.1097 1.0153 0.233
O -0.5738 -1.0879 0.7907 -0.275
C 0.3666 -1.1049 -0.2998 0.197
S 1.0721 -2.6599 -0.4007 -0.211
C 0.2372 -0.0771 -1.2822 -0.155
F -1.1934 0.3028 -1.4450 -0.299
H 1.4446 1.5644 1.5988 0.398
H -2.2302 0.3096 1.2704 0.356
H 0.6113 -0.4516 -2.1923 0.373
H 0.7046 1.0002 -1.0620 0.243
```

Properties
- LUMO (eV) = -1.00
- SMILES string = O/N=C\OC(=S)CF
- DFT total energy (eV) = -22308.973
- frontier orbital gap (eV) = 8.36

Entry 4:
Molecular formula: C34H33ClFN2O7Pt
Method: DFT, ωB97M-V/def2-TZVPD

The geometry in XYZ format:
```
79
Properties=species:S:1:pos:R:3:mulliken_charge:R:1
Pt -0.1649 -0.1742 0.3633 2.063
O 2.0146 -0.3913 0.4287 -0.680
C 2.7066 -0.3982 1.4481 -0.383
C 2.3480 0.0546 2.7592 1.224
C 3.2723 -0.1639 3.7782 -0.363
C 2.9522 0.0911 5.0810 -0.379
C 1.6538 0.5410 5.4177 -0.611
C 0.7439 0.7958 4.4426 -0.495
C 1.0613 0.6330 3.0495 0.034
O 0.2530 1.0366 2.1699 -0.909
N 3.9482 -0.1145 6.1236 0.999
O 5.0891 -0.4099 5.8003 -0.649
O 3.6010 0.0187 7.2863 -0.648
H 3.7253 -0.8062 1.3616 0.274
H 4.2565 -0.5504 3.5433 0.450
H 1.4090 0.6777 6.4604 0.474
H -0.2523 1.1556 4.6797 0.501
C -2.5093 -0.7941 3.4455 -0.908
C -3.1037 0.1213 2.3687 0.831
C -4.1945 1.0145 2.9690 -1.840
C -3.6306 -0.6923 1.1917 0.976
C -4.7324 -1.5208 1.3918 -0.332
C -5.2523 -2.2746 0.3532 -1.507
C -4.6501 -2.2212 -0.8946 -0.823
C -3.5551 -1.3911 -1.1519 1.348
C -3.0729 -1.3338 -2.6060 0.074
C -3.5648 -0.0499 -3.2868 -1.360
C -1.5734 -1.5177 -2.8403 -1.310
C -3.0522 -0.6143 -0.0918 -1.580
N -1.9733 0.3074 -0.3209 1.167
C -2.3147 1.6528 -0.4716 0.157
C -3.6525 2.0990 -0.5014 -0.125
C -3.9876 3.4413 -0.6333 -0.938
C -3.0088 4.4130 -0.7532 -0.552
C -1.6804 4.0085 -0.7712 -0.618
C -1.3643 2.6757 -0.6482 0.304
F -0.0512 2.3584 -0.7197 -0.364
H -2.2296 -0.2039 4.3304 0.398
H -1.6137 -1.3006 3.0755 -0.072
H -3.2391 -1.5545 3.7554 0.210
H -2.3063 0.7638 2.0201 -0.070
H -4.9703 0.4184 3.4671 0.349
H -4.6720 1.6299 2.2008 0.357
H -3.7543 1.6866 3.7149 0.441
H -5.2004 -1.5651 2.3733 0.366
H -6.1331 -2.8941 0.5113 0.369
H -5.0450 -2.8315 -1.7048 0.329
H -3.5727 -2.1667 -3.1011 0.524
H -3.1150 0.8328 -2.8275 0.157
H -4.6532 0.0434 -3.2075 0.285
H -3.2953 -0.0578 -4.3504 0.474
H -1.0138 -0.6297 -2.5558 0.115
H -1.3929 -1.7127 -3.9058 0.528
H -1.1813 -2.3551 -2.2626 0.109
H -4.4351 1.3531 -0.4184 0.588
H -5.0356 3.7245 -0.6381 0.403
H -3.2657 5.4625 -0.8361 0.363
H -0.8705 4.7199 -0.8846 0.436
C -3.3902 -5.8296 -0.9419 -1.480
C -3.4560 -5.4609 0.5158 1.046
C -4.6388 -5.5123 1.2322 -0.724
C -4.6811 -5.1021 2.5579 0.240
Cl -6.2074 -5.1416 3.4187 -0.281
C -3.5506 -4.6329 3.1858 -0.803
C -2.3456 -4.5982 2.4872 -0.642
C -2.3011 -5.0188 1.1670 0.906
O -1.1637 -5.0773 0.4313 -0.478
C 0.0057 -4.4778 0.9800 -1.121
C -0.0591 -2.9574 1.1387 0.910
O 0.1542 -2.4872 2.2668 -0.623
O -0.2780 -2.3376 0.0182 -0.943
H -4.3889 -6.0408 -1.3313 0.399
H -2.7544 -6.7051 -1.1035 0.367
H -2.9512 -5.0065 -1.5145 0.160
H -5.5447 -5.8613 0.7506 0.364
H -3.5962 -4.2841 4.2094 0.371
H -1.4545 -4.2142 2.9765 0.360
H 0.7855 -4.6992 0.2584 0.450
H 0.2594 -4.9266 1.9378 0.360
```

Properties
- charge = -1
- LUMO (alpha / beta) (eV) = 2.03 / 2.02
- DFT total energy (eV) = -71592.728
- frontier orbital gap (alpha / beta) (eV) = 6.74 / 6.74